[1]
C2H7N3O | wB97M-V/def2-TZVPD

Positions of all 13 atoms, in Å:
C -1.2055 1.2949 0.2836
N -0.6475 0.1064 -0.3243
N -1.4464 -1.0157 -0.2379
C 0.7942 -0.2308 -0.0651
N 1.6668 0.8681 -0.0729
O 1.1002 -1.3320 0.2547
H -1.6926 1.7563 -0.5509
H -1.9555 0.9816 1.0346
H -0.4498 2.0005 0.6766
H -1.1484 -1.6703 0.4723
H -2.3858 -0.7556 0.0565
H 2.6073 0.5980 0.1719
H 1.6803 1.6493 -0.7639

Atoms 1-3, force components in eV/Å:
0.0 0.1 -0.1
4.5 0.1 0.6
-1.6 -1.5 -0.2

Calculated values
LUMO level ... 0.88 eV
Energy above the lowest of the compared OMol25 structures with the same formula, charge and spin ... 191.8 kJ/mol
Kohn-Sham gap ... 0.33018 Ha
2S+1 ... 1
Electronic energy ... -319.876744 Ha
SMILES ... CN(N)C(N)=O

***

[2]
C4H35N2O13 | wB97M-V/def2-TZVPD

Positions of all 54 atoms, in Å:
N -1.4501 -0.8346 2.1176
C -0.9975 -0.6635 0.6683
C 0.5686 -0.8226 0.5042
N 1.0760 0.0869 -0.3766
C 0.3946 0.9425 -1.3527
C 1.0987 0.8998 -2.7326
O 1.1123 -1.6965 1.2113
H -1.5423 -1.8150 2.3740
H -2.3899 -0.2979 2.3157
H -0.7993 -0.3802 2.8387
H -1.4565 -1.4663 -0.0723
H -1.2176 0.3004 0.2861
H 2.1076 0.0233 -0.4024
H -0.7061 0.5411 -1.3528
H 0.2261 2.0060 -0.9501
H 2.2318 1.0118 -2.7445
H 0.9492 1.8882 -3.1841
H 0.8424 0.1356 -3.3677
H 3.2889 -2.3769 -1.4140
H 2.0213 -1.5279 -1.6740
O 2.4584 -2.3609 -1.8216
H 0.2145 5.0439 0.8200
H 0.4674 3.6353 0.8823
O -0.2993 4.2149 0.6245
H -3.1967 3.5965 0.7688
H -2.8774 2.4712 -0.2386
O -3.3211 2.7309 0.6055
H 4.5807 -0.1514 0.1940
H 4.8990 0.6775 -1.1237
O 4.4393 0.6580 -0.3269
H -3.7173 -0.8801 -0.2415
H -3.8662 0.6474 0.2513
O -3.8724 -0.2861 0.5022
H -3.0103 1.5554 2.0851
H -2.6218 1.5292 3.7226
O -3.0358 0.9795 2.9222
H 0.9377 0.6117 2.9950
H 1.0505 -0.5893 3.9615
O 0.5019 0.1547 3.6384
H -0.2443 -4.2359 -1.0404
H 0.8372 -3.3234 -0.6791
O -0.0656 -3.2019 -0.9761
H -2.3404 -3.1510 -3.1458
H -0.8200 -2.5659 -2.7986
O -1.7968 -2.4674 -3.1205
H 3.5301 -3.2204 1.1890
H 2.8638 -1.9730 1.6344
O 3.7175 -2.2483 1.2277
H 2.5864 2.8995 1.6847
H 2.9780 1.7288 0.6460
O 2.3735 2.3394 0.9360
H -3.4805 0.0910 -3.3172
H -2.2960 -0.8057 -2.5898
O -2.9321 -0.0582 -2.5636

Atoms 1-3, force components in eV/Å:
-0.4 0.5 -0.7
0.8 -2.4 -0.6
-2.4 -0.1 1.0

Calculated values
LUMO level ... -2.58 eV
Energy above the lowest of the compared OMol25 structures with the same formula, charge and spin ... 399.1 kJ/mol
Kohn-Sham gap ... 0.39119 Ha
2S+1 ... 1
Electronic energy ... -1260.753424 Ha
Net charge ... +1

***

[3]
C16H31ClF5N2O3PS | wB97M-V/def2-TZVPD

Positions of all 60 atoms, in Å:
C -2.7691 3.2348 -0.9709
P -3.3050 1.7371 -1.8607
Cl -3.2702 0.1445 -0.6536
C -2.3991 1.5451 -3.4191
C -0.8616 1.4254 -3.2930
C -0.3663 0.5165 -2.1679
C 1.1480 0.1632 -2.2519
N 1.8259 0.8386 -3.3724
S -5.3970 2.0958 -2.3409
O -6.0588 2.0870 -1.0891
O -5.5441 3.3638 -2.9481
C -6.1564 0.7506 -3.3883
F -7.4312 0.9886 -3.3352
F -5.7952 0.8404 -4.6430
C -5.9552 -0.7061 -2.8697
F -6.2160 -0.7891 -1.6056
F -4.7724 -1.1709 -3.1829
F -6.8388 -1.4395 -3.4927
H -1.6967 3.1101 -0.8192
H -3.3319 3.2675 -0.0414
H -2.9609 4.0733 -1.6406
H -2.7952 0.7441 -4.0420
H -2.6028 2.4659 -3.9811
H -0.5141 0.9844 -4.2251
H -0.3569 2.3858 -3.2216
H -0.9361 -0.4099 -2.0944
H -0.5442 1.0413 -1.2190
H 1.2128 -0.9170 -2.3613
H 1.5981 0.3775 -1.2719
H 2.4964 0.1808 -3.7488
H 2.3368 1.6271 -2.9939
C 4.0348 -2.6989 1.9784
C 3.6013 -1.2315 1.7546
C 4.2715 -0.3282 2.7950
C 3.6536 -0.4279 4.1873
C 2.1427 -0.2258 4.1242
C 1.4552 -1.1619 3.1284
N 2.1092 -1.1310 1.7857
O 1.7568 -0.0447 1.1828
C 1.4454 -2.5968 3.6906
C -0.0242 -0.7869 3.0325
C 4.1556 -0.8717 0.3750
H 3.3230 -3.3938 1.5304
H 5.0009 -2.8950 1.5144
H 4.1551 -2.9566 3.0290
H 4.2102 0.7149 2.4664
H 5.3354 -0.5674 2.8528
H 3.8938 -1.3904 4.6463
H 4.0952 0.3325 4.8341
H 1.7137 -0.3686 5.1182
H 1.9403 0.8156 3.8521
H 1.0611 -3.3036 2.9532
H 0.7990 -2.6544 4.5666
H 2.4190 -2.9468 4.0218
H -0.1721 0.2562 2.7529
H -0.5081 -0.9281 3.9982
H -0.5417 -1.4163 2.3044
H 3.6920 -1.4775 -0.4072
H 5.2292 -1.0523 0.3476
H 4.0091 0.1802 0.1295

Atoms 1-3, force components in eV/Å:
-0.4 -1.0 -0.6
1.0 -0.3 -0.3
-0.1 0.7 -0.4

Calculated values
LUMO level (spin up / spin down) ... -4.03 / -4.03 eV
Kohn-Sham gap (spin up / spin down) ... 0.24732 / 0.27856 Ha
2S+1 ... 2
Electronic energy ... -2662.191323 Ha
Net charge ... +1

***

[4]
C2H10NOS | wB97M-V/def2-TZVPD

Positions of all 15 atoms, in Å:
C 0.1135 -0.2619 -0.8356
C 0.3369 0.9479 0.0771
S 1.5103 2.2846 -0.2493
N -1.2917 -0.8105 -0.5837
H 0.0076 0.1615 -1.8621
H 0.8357 -1.0731 -0.9952
H -0.6090 1.3730 0.3910
H 0.7322 0.4870 0.9918
H 2.1544 1.5607 -1.1494
H -1.1960 -1.4120 0.2446
H -2.0545 -0.0868 -0.5022
H -1.5484 -1.4405 -1.4132
H -0.7407 -3.7869 1.7431
H -2.0978 -3.2012 2.2309
O -1.6057 -3.4938 1.4586

Atoms 1-3, force components in eV/Å:
-1.3 2.2 -2.7
0.6 -1.8 2.3
-0.3 -0.1 -0.7

Calculated values
LUMO level (spin up / spin down) ... 0.73 / 0.33 eV
Energy above the lowest of the compared OMol25 structures with the same formula, charge and spin ... 57.5 kJ/mol
Kohn-Sham gap (spin up / spin down) ... 0.15843 / 0.35714 Ha
2S+1 ... 2
Electronic energy ... -610.228917 Ha

***

[5]
C3H10BNO3S | wB97M-V/def2-TZVPD

Positions of all 19 atoms, in Å:
C -0.3918 -1.6530 1.8752
O -0.0704 -0.3049 1.3837
C -0.2816 -0.1670 -0.0651
B -1.2861 1.1180 -0.2926
O -2.1791 1.0521 -1.4940
O -1.4145 2.3003 0.5820
C 1.1794 0.0060 -0.7876
N 2.1161 0.9880 -0.1203
S 1.0578 0.4577 -2.6154
H 0.5345 -2.3693 1.9941
H -1.2044 -2.2291 1.2609
H -0.8339 -1.5247 2.9762
H -0.8015 -1.0975 -0.5577
H -2.6215 0.1353 -1.4099
H -0.6609 2.9594 0.3871
H 1.7189 -1.0572 -0.7531
H 1.6171 1.7362 0.4089
H 2.7061 0.3995 0.5351
H 0.8159 -0.7498 -3.3073

Atoms 1-3, force components in eV/Å:
-0.4 -0.7 1.7
-0.8 -2.4 -1.0
0.4 0.3 -0.4

Calculated values
LUMO level ... 0.30 eV
Energy above the lowest of the compared OMol25 structures with the same formula, charge and spin ... 196.7 kJ/mol
Kohn-Sham gap ... 0.34160 Ha
2S+1 ... 1
Electronic energy ... -823.801846 Ha
SMILES ... CO[C@@H](B(O)O)[C@H](N)S

***

[6]
C26H42N2O13SSe2SiSn | wB97M-V/def2-TZVPD

Positions of all 88 atoms, in Å:
Sn -13.6402 2.7752 18.9586
O -17.1570 1.9547 16.9330
C -16.4770 2.4969 17.8060
O -15.4390 1.8428 18.3134
C -16.7974 3.8904 18.3485
C -18.1331 4.2686 18.1879
C -18.5992 5.5105 18.6880
C -17.7624 6.4129 19.3326
C -16.4350 6.0426 19.4467
C -15.9326 4.8001 19.0325
O -14.6557 4.6097 19.2731
N -15.5711 7.0663 20.0674
O -16.1746 7.9525 20.7155
O -14.3353 7.0866 19.9505
N -19.9840 5.8107 18.6294
O -20.7231 5.0133 18.0199
O -20.3529 6.8754 19.1667
H -18.8345 3.5660 17.6904
H -18.1200 7.3734 19.7614
O -9.5405 4.2645 20.5071
C -10.8357 4.0091 21.1044
C -10.8707 2.7417 21.9780
C -9.8706 2.9167 23.1800
O -8.5185 3.1432 22.8624
C -12.3035 2.6918 22.6102
Se -13.8862 2.0946 21.5805
C -10.5970 1.4345 21.2272
Se -10.6658 1.3981 19.2088
H -9.4558 3.6793 19.7173
H -11.6477 3.9817 20.3529
H -11.0370 4.8781 21.7700
H -9.8753 2.0133 23.8235
H -10.2486 3.7417 23.8238
H -8.4751 3.7072 22.0512
H -12.5589 3.6806 22.9952
H -12.2837 1.9859 23.4550
H -11.3725 0.7207 21.5002
H -9.5903 1.0322 21.4279
C -11.0175 0.2463 12.4484
C -11.9655 -0.9475 12.3383
C -11.2083 -2.2059 12.7989
C -12.5078 -1.0849 10.9373
O -13.0855 -0.8045 13.2510
Si -13.9838 0.4559 13.8058
S -12.8064 1.4882 15.3077
O -15.2785 -0.1119 14.6131
C -16.3179 -1.1176 14.3926
C -17.6595 -0.4141 14.5138
C -16.1573 -1.7789 13.0139
C -16.1389 -2.0714 15.5401
O -14.3135 1.5227 12.6260
C -15.1269 2.7357 12.4020
C -15.5307 3.4290 13.6919
C -14.1770 3.5841 11.5743
C -16.3169 2.3041 11.5896
H -10.1556 0.1739 11.7839
H -10.6614 0.3354 13.4749
H -11.5527 1.1716 12.1897
H -10.2964 -2.3218 12.2309
H -11.8329 -3.0948 12.6843
H -10.9487 -2.0724 13.8408
H -11.6914 -1.0937 10.2212
H -13.1532 -0.2554 10.6681
H -13.0668 -2.0074 10.7835
H -17.8406 0.2640 13.6908
H -17.7151 0.1475 15.4361
H -18.4353 -1.1702 14.4737
H -16.2547 -1.0644 12.2177
H -16.9331 -2.5449 12.8926
H -15.1709 -2.2299 12.8865
H -16.0463 -1.5175 16.4722
H -15.2118 -2.6262 15.4271
H -16.9596 -2.7691 15.6028
H -14.6838 3.6830 14.3410
H -16.2073 2.7989 14.2828
H -16.0718 4.3380 13.4953
H -13.3168 3.8498 12.1776
H -14.6429 4.5089 11.2113
H -13.8099 3.0226 10.7322
H -16.9803 1.6255 12.1616
H -16.0223 1.7365 10.7070
H -16.8989 3.1667 11.2534
C -13.3080 -0.6015 17.2106
C -12.3007 -0.0267 16.1466
O -11.1876 -0.5114 16.0051
H -13.6201 -1.5888 16.8627
H -14.2051 0.0353 17.2700
H -12.8162 -0.7247 18.1877

Atoms 1-3, force components in eV/Å:
1.6 -0.5 -0.1
-0.3 1.1 0.6
1.6 -1.8 0.0

Calculated values
LUMO level ... 3.51 eV
Energy above the lowest of the compared OMol25 structures with the same formula, charge and spin ... 0.0 kJ/mol
Kohn-Sham gap ... 0.16565 Ha
2S+1 ... 1
Electronic energy ... -7808.545886 Ha
Net charge ... -2

***

[7]
C15H15BN8O4Pd | wB97M-V/def2-TZVPD

Positions of all 44 atoms, in Å:
Pd 0.3103 -0.2595 0.0046
C 0.2936 2.6977 -3.0476
C 0.1318 1.3392 -2.7716
N 0.8542 1.0006 -1.7071
N 1.4603 2.1179 -1.2668
C 1.1486 3.1508 -2.0601
B 2.3514 2.0455 0.0002
N 1.4630 2.1202 1.2689
C 1.1498 3.1548 2.0594
C 0.2956 2.7031 3.0483
C 0.1358 1.3436 2.7761
N 0.8588 1.0031 1.7124
N 3.0534 0.6577 0.0008
C 4.3783 0.4382 0.0004
C 4.6046 -0.9230 0.0008
C 3.3256 -1.4855 0.0014
N 2.4081 -0.5311 0.0014
H -0.1338 3.2618 -3.8580
H -0.4493 0.5983 -3.2958
H 1.5409 4.1365 -1.8705
H 3.1594 2.9316 -0.0018
H 1.5406 4.1405 1.8673
H -0.1325 3.2686 3.8573
H -0.4439 0.6033 3.3027
H 5.0726 1.2614 -0.0001
H 5.5508 -1.4346 0.0006
H 3.0426 -2.5252 0.0017
C -0.6884 -4.2142 -0.0038
C -1.6834 -3.1095 -0.0039
N -1.4026 -1.8212 -0.0043
C -2.5917 -1.1492 -0.0028
C -3.6212 -2.0421 -0.0018
N -3.0229 -3.2758 -0.0026
C -5.1063 -1.9610 -0.0002
O -5.6360 -0.7610 0.0007
O -5.7415 -2.9918 0.0003
C -2.5890 0.3293 0.0007
O -3.6721 0.9263 -0.0002
O -1.4415 0.8867 0.0051
H 0.3090 -3.7822 -0.0035
H -0.7973 -4.8431 -0.8879
H -0.7978 -4.8431 0.8803
H -3.5630 -4.1290 -0.0013
H -4.9248 -0.0344 0.0004

Atoms 1-3, force components in eV/Å:
0.2 1.3 0.0
0.0 0.0 -0.1
0.1 0.1 0.0

Calculated values
LUMO level (spin up / spin down) ... -0.99 / -0.99 eV
Kohn-Sham gap (spin up / spin down) ... 0.28850 / 0.28862 Ha
2S+1 ... 1
Electronic energy ... -1472.480470 Ha

***

[8]
C8H9I3O4RuSSc | wB97M-V/def2-TZVPD

Positions of all 27 atoms, in Å:
I -3.2706 1.5744 -1.6168
I 2.1559 -2.2681 -2.1391
Ru 0.9993 -0.8654 -0.0894
Sc -1.1965 0.6470 -0.0606
S 0.3725 0.4274 -2.0596
C -0.3441 2.5754 0.9897
C -1.6786 0.5188 2.1945
C 1.1979 2.0880 -2.6609
C 2.0870 1.6973 -3.8356
C 2.0149 2.7011 -1.5353
C 0.0715 3.0340 -3.0763
C 1.1442 -1.8954 1.4192
C 2.3987 0.1768 0.4645
O -2.0662 0.5239 3.2819
O -0.0747 3.5445 1.5607
O 1.3284 -2.5452 2.3644
O 3.3670 0.7384 0.7925
H 2.6227 2.5810 -4.2110
H 1.4826 1.2826 -4.6487
H 2.8277 0.9525 -3.5218
H 2.3754 3.6883 -1.8890
H 2.8765 2.0580 -1.3021
H 1.4002 2.8475 -0.6277
H 0.5303 3.9726 -3.4433
H -0.5898 3.2789 -2.2258
H -0.5438 2.5899 -3.8730
I -1.6644 -2.1538 -0.0948

Atoms 1-3, force components in eV/Å:
-0.7 0.3 -0.4
-0.1 -0.1 0.5
-1.9 -1.3 -5.3

Calculated values
LUMO level (spin up / spin down) ... -15.88 / -18.60 eV
Energy above the lowest of the compared OMol25 structures with the same formula, charge and spin ... 0.0 kJ/mol
Kohn-Sham gap (spin up / spin down) ... 0.29494 / 0.18781 Ha
2S+1 ... 6
Electronic energy ... -2756.275890 Ha
Net charge ... +4

***

[9]
C19H23AuBrIN4O3 | wB97M-V/def2-TZVPD

Positions of all 52 atoms, in Å:
C -0.7081 2.0215 -2.3602
I -0.7242 -0.8550 -3.1173
H -0.9133 3.1211 -2.5430
H -1.6629 1.4671 -2.3117
H -0.0209 1.6459 -3.1454
C 3.7191 -1.8952 -0.0517
C 4.0536 -0.9024 -0.8992
N 2.9165 -0.1210 -1.0592
C 1.9089 -0.5738 -0.2776
N 2.3928 -1.6950 0.2888
H 4.3026 -2.6966 0.3518
H 4.9890 -0.6809 -1.3701
C -4.0168 -0.5985 1.1473
C -1.9811 0.1748 0.5842
N -2.7076 -0.9352 0.8240
H -4.9265 1.3889 1.3534
N -2.8370 1.2078 0.7904
H -4.7432 -1.3591 1.4057
Au 0.0194 0.1872 0.1671
C 0.0352 1.9598 -1.0086
O 0.6146 2.9353 -0.5647
C -4.1005 0.7261 1.1228
C -2.4988 2.6125 0.7109
H -3.2757 3.1726 1.2463
H -2.4708 2.9657 -0.3307
H -1.5222 2.7953 1.1746
C -2.2048 -2.2937 0.8240
H -3.0771 -2.9547 0.8925
H -1.5685 -2.4600 1.7068
H -1.6421 -2.4940 -0.0986
C 1.6758 -2.6102 1.1678
H 1.8506 -3.6423 0.8293
H 0.6000 -2.3810 1.1469
H 2.0663 -2.5170 2.1939
C 2.8783 1.0149 -1.9664
H 2.0959 0.8631 -2.7264
H 3.8587 1.0640 -2.4582
H 2.6996 1.9459 -1.4116
Br 3.6553 1.0424 2.7583
C 2.6246 0.6169 4.3068
C 3.3378 0.6537 5.5050
C 2.7066 0.3125 6.7089
C 1.3536 -0.0545 6.7492
C 0.6287 -0.0860 5.5611
C 1.2528 0.2341 4.3482
C 0.4311 0.0802 3.1008
O -0.6796 -0.4967 3.0663
O 1.0647 0.5935 2.0878
H 4.3848 0.9425 5.4789
H 3.2968 0.3390 7.6156
H 0.8558 -0.3218 7.6838
H -0.4241 -0.3752 5.5082

Atoms 1-3, force components in eV/Å:
0.0 2.3 0.6
-0.1 -2.1 -0.9
0.2 -0.8 0.1

Calculated values
LUMO level (spin up / spin down) ... 4.64 / 4.64 eV
Energy above the lowest of the compared OMol25 structures with the same formula, charge and spin ... 0.0 kJ/mol
Kohn-Sham gap (spin up / spin down) ... 0.07881 / 0.19410 Ha
2S+1 ... 3
Electronic energy ... -4189.846800 Ha
Net charge ... -2

***

Which of these has the highest electronic energy? C2H7N3O